{"formula": "C34H77N12O6P3", "method": "the ωB97M-V functional and the def2-TZVPD basis", "homo_lumo_gap_ev": 8.31, "lumo_ev": 0.286, "energy_ha": -3474.272561, "smiles": "CN(C)P(=O)(N(C)C)N(C)C.CN(C)P(=O)(N(C)C)N(C)C.CN(C)P(=O)(N(C)C)N(C)C.CCOC(=O)OC.c1cc[nH]c1.c1cc[nH]c1.c1cc[nH]c1", "species": ["C", "N", "C", "P", "O", "N", "C", "C", "N", "C", "C", "H", "H", "H", "H", "H", "H", "H", "H", "H", "H", "H", "H", "H", "H", "H", "H", "H", "H", "C", "N", "C", "P", "O", "N", "C", "C", "N", "C", "C", "H", "H", "H", "H", "H", "H", "H", "H", "H", "H", "H", "H", "H", "H", "H", "H", "H", "H", "C", "N", "C", "P", "O", "N", "C", "C", "N", "C", "C", "H", "H", "H", "H", "H", "H", "H", "H", "H", "H", "H", "H", "H", "H", "H", "H", "H", "H", "C", "C", "O", "C", "O", "O", "C", "H", "H", "H", "H", "H", "H", "H", "H", "C", "C", "C", "N", "C", "H", "H", "H", "H", "H", "C", "C", "C", "N", "C", "H", "H", "H", "H", "H", "C", "C", "C", "N", "C", "H", "H", "H", "H", "H"], "xyz": [[-35.513, 18.619, 10.336], [-35.787, 20.094, 10.229], [-35.806, 20.776, 11.487], [-35.767, 21.004, 8.765], [-36.285, 22.398, 8.875], [-34.221, 20.890, 8.135], [-33.705, 19.738, 7.339], [-33.559, 22.180, 7.826], [-36.747, 20.084, 7.714], [-36.829, 20.567, 6.345], [-37.940, 19.456, 8.140], [-35.832, 18.113, 9.425], [-35.848, 18.151, 11.262], [-34.437, 18.481, 10.448], [-36.825, 21.156, 11.558], [-35.097, 21.598, 11.580], [-35.560, 20.122, 12.324], [-33.712, 20.053, 6.295], [-32.710, 19.388, 7.613], [-34.352, 18.862, 7.379], [-32.476, 22.053, 7.837], [-33.898, 22.536, 6.853], [-33.821, 22.861, 8.636], [-37.044, 21.632, 6.249], [-35.887, 20.357, 5.839], [-37.633, 20.102, 5.774], [-38.568, 20.239, 8.565], [-37.678, 18.791, 8.964], [-38.478, 18.789, 7.466], [-43.859, 15.240, 10.082], [-43.302, 13.859, 10.184], [-44.312, 12.852, 10.646], [-41.766, 13.487, 9.467], [-40.797, 14.556, 9.147], [-41.105, 12.203, 10.479], [-41.710, 10.830, 10.667], [-40.047, 12.583, 11.455], [-42.258, 12.658, 8.037], [-41.266, 11.794, 7.409], [-43.221, 13.219, 7.084], [-43.137, 15.933, 10.514], [-44.860, 15.264, 10.513], [-43.925, 15.519, 9.030], [-44.478, 12.049, 9.927], [-45.268, 13.294, 10.926], [-44.017, 12.301, 11.538], [-42.118, 10.748, 11.674], [-42.455, 10.650, 9.892], [-40.892, 10.130, 10.500], [-40.382, 12.449, 12.483], [-39.239, 11.886, 11.231], [-39.616, 13.574, 11.316], [-40.395, 12.349, 7.060], [-40.941, 11.018, 8.103], [-41.586, 11.350, 6.467], [-43.823, 12.522, 6.501], [-42.659, 13.816, 6.366], [-43.989, 13.854, 7.525], [-35.396, 11.553, 7.784], [-36.589, 10.997, 7.064], [-37.792, 10.717, 7.841], [-36.446, 10.302, 5.505], [-36.239, 8.839, 5.542], [-37.877, 10.815, 4.646], [-38.661, 9.819, 3.891], [-38.337, 12.169, 4.610], [-35.207, 11.154, 4.639], [-35.076, 12.645, 4.405], [-34.185, 10.366, 4.160], [-35.694, 11.546, 8.832], [-35.179, 12.570, 7.457], [-34.532, 10.890, 7.760], [-38.716, 10.720, 7.263], [-37.946, 11.527, 8.554], [-37.737, 9.720, 8.278], [-37.985, 9.128, 3.388], [-39.373, 9.276, 4.512], [-39.202, 10.281, 3.066], [-37.956, 12.712, 5.475], [-38.074, 12.692, 3.690], [-39.426, 12.158, 4.568], [-35.176, 12.829, 3.335], [-35.868, 13.218, 4.887], [-34.071, 12.987, 4.652], [-34.417, 10.091, 3.132], [-34.036, 9.489, 4.789], [-33.177, 10.781, 4.156], [-34.443, 11.494, 11.501], [-35.199, 12.669, 12.134], [-36.280, 13.059, 11.393], [-36.123, 14.179, 10.622], [-35.061, 14.880, 10.420], [-37.369, 14.574, 10.303], [-37.627, 15.822, 9.619], [-35.110, 10.635, 11.418], [-33.618, 11.217, 12.157], [-34.006, 11.733, 10.531], [-34.614, 13.531, 12.455], [-35.539, 12.222, 13.068], [-38.500, 15.598, 9.006], [-36.717, 16.016, 9.051], [-37.876, 16.694, 10.224], [-41.642, 19.140, 4.480], [-40.599, 19.987, 4.819], [-39.714, 20.169, 3.765], [-40.243, 19.405, 2.752], [-41.439, 18.803, 3.168], [-42.511, 18.830, 5.041], [-40.546, 20.381, 5.824], [-38.764, 20.639, 3.558], [-39.882, 19.361, 1.810], [-41.988, 18.234, 2.432], [-33.001, 18.284, 3.209], [-32.780, 19.503, 2.499], [-33.898, 20.301, 2.637], [-34.841, 19.509, 3.160], [-34.316, 18.307, 3.599], [-32.290, 17.502, 3.434], [-31.860, 19.731, 1.981], [-34.161, 21.258, 2.212], [-35.791, 19.841, 3.249], [-34.876, 17.514, 4.071], [-37.786, 15.669, 5.622], [-38.909, 15.083, 6.287], [-40.034, 15.688, 5.766], [-39.622, 16.702, 4.944], [-38.275, 16.722, 4.860], [-36.753, 15.366, 5.710], [-38.980, 14.085, 6.693], [-41.069, 15.394, 5.854], [-40.227, 17.282, 4.380], [-37.800, 17.513, 4.298]], "forces_ev_per_a": [[1.2, 1.4, -0.7], [0.0, -1.2, -1.5], [-0.6, 0.9, 0.3], [-1.0, -1.4, 0.4], [1.0, -0.9, 0.6], [0.4, -0.2, -0.4], [-0.9, 0.6, 0.0], [-0.4, -0.8, 0.6], [1.5, -0.2, -1.1], [0.6, 0.4, -0.4], [-0.6, -0.3, 2.4], [-0.1, -0.1, 0.3], [-1.0, 0.3, -0.2], [0.4, -0.1, -0.4], [0.1, 0.4, 0.9], [0.0, 0.2, -0.3], [-0.3, -0.2, -0.2], [0.3, -0.1, -0.3], [0.1, 0.4, 0.2], [-0.2, 0.2, 0.3], [0.0, -0.1, -0.1], [0.1, 0.3, 0.0], [0.0, 0.3, -0.4], [0.1, 0.3, 0.3], [0.0, 0.1, -0.3], [0.0, -0.5, 0.3], [-0.9, -0.3, -0.1], [-0.3, 0.0, 0.3], [0.3, 0.5, -0.7], [1.2, -0.7, -0.7], [-0.2, 0.5, 0.1], [1.2, -0.4, -0.1], [-1.6, -3.1, 0.4], [-0.6, 0.2, 1.0], [-1.1, 1.7, -1.2], [1.1, 1.9, -0.6], [-0.2, -1.0, -1.0], [-0.6, -0.8, 0.7], [0.5, 0.3, -0.2], [0.3, 0.8, 0.2], [-0.4, 0.2, 0.3], [0.4, 0.2, 0.2], [-0.3, 0.2, -0.1], [-0.2, 0.2, -0.5], [0.2, 0.4, -0.4], [0.5, 0.2, 0.2], [-0.1, -0.2, -0.1], [-0.1, 0.1, 0.2], [-0.1, -0.3, 0.3], [-0.1, 0.0, 0.1], [0.4, -0.1, 0.5], [-0.5, 0.0, -0.2], [0.4, 0.3, 0.3], [0.0, 0.0, -0.2], [-0.7, -0.2, 0.3], [0.4, -0.8, 0.2], [-0.2, 0.3, -0.3], [0.4, 0.1, 0.5], [-1.5, -0.9, 0.0], [0.7, 0.5, -1.8], [0.1, 0.0, -0.2], [-0.8, 2.4, -0.5], [-0.2, 0.5, -0.5], [1.0, -2.0, 1.0], [0.8, 0.3, -0.1], [-0.3, 0.0, -0.1], [-2.1, 2.1, 2.9], [-0.5, -1.7, -0.4], [2.0, -1.8, -1.1], [0.1, 0.4, 0.1], [0.2, -0.1, 0.0], [0.1, 0.1, -0.4], [0.3, 0.0, -0.6], [0.2, -0.2, 0.4], [0.0, 0.1, 0.6], [0.0, -0.3, 0.3], [0.0, -0.1, 0.1], [-0.1, 0.4, 0.2], [-0.3, 0.1, -0.1], [0.5, 0.2, -0.1], [-0.2, 0.2, 0.6], [-0.1, 0.0, -0.2], [0.3, -0.2, 0.3], [-0.1, 0.0, 0.5], [0.4, -0.5, -0.3], [-0.4, -0.3, -0.3], [0.0, 0.8, 0.1], [0.4, 0.7, 0.0], [2.0, -1.6, 1.5], [-1.1, 1.8, -2.2], [2.0, 3.6, 0.5], [-4.2, -3.6, 0.7], [0.5, -0.5, 0.6], [0.6, -0.7, -1.0], [0.0, 0.1, -0.1], [0.0, -0.1, 0.1], [-0.1, 0.0, -0.1], [0.4, -0.1, -0.5], [-0.7, 0.3, 0.1], [0.2, 0.1, -0.2], [-0.3, 0.3, -0.3], [0.3, -0.5, 0.7], [-0.8, -0.5, -1.4], [1.3, 1.3, 1.6], [-1.1, -1.2, -0.2], [-1.0, -0.4, 0.1], [1.2, 0.3, -1.3], [0.3, 0.2, 0.2], [0.5, 0.3, -0.1], [-0.2, 0.3, 0.6], [-0.1, 0.0, 0.2], [-0.1, -0.1, 0.3], [-0.5, 0.5, -0.4], [1.0, 0.3, 0.6], [1.1, -0.7, -1.8], [-1.6, -0.5, 1.6], [0.0, 0.1, -0.4], [-0.1, 0.0, -0.2], [0.0, 0.3, 0.2], [0.2, -0.1, 0.1], [0.2, -0.4, 0.4], [-0.3, 0.4, 0.1], [-0.2, 0.7, 0.3], [-0.3, -0.6, -1.6], [0.3, 0.2, 0.1], [-0.8, -0.2, 0.0], [0.7, -0.5, 0.2], [0.0, 0.2, 0.1], [0.3, 0.3, 0.7], [0.1, 0.3, 0.1], [0.0, 0.1, 0.3], [0.2, -0.2, 0.0]], "lowdin_charge": [-0.09, -0.30, -0.14, 0.58, -0.29, -0.29, -0.10, -0.11, -0.30, -0.11, -0.13, 0.05, 0.08, 0.08, 0.08, 0.08, 0.08, 0.06, 0.08, 0.07, 0.08, 0.08, 0.07, 0.08, 0.05, 0.05, 0.09, 0.04, 0.09, -0.11, -0.29, -0.11, 0.63, -0.28, -0.29, -0.10, -0.10, -0.30, -0.13, -0.11, 0.07, 0.07, 0.06, 0.07, 0.07, 0.06, 0.07, 0.06, 0.07, 0.08, 0.07, 0.06, 0.05, 0.06, 0.09, 0.08, 0.06, 0.06, -0.07, -0.30, -0.11, 0.62, -0.29, -0.31, -0.11, -0.15, -0.30, -0.07, -0.20, 0.05, 0.08, 0.08, 0.05, 0.08, 0.08, 0.07, 0.07, 0.08, 0.04, 0.08, 0.08, 0.08, 0.04, 0.08, 0.09, 0.07, 0.08, -0.06, -0.27, 0.01, -0.46, 0.04, -0.03, -0.02, 0.08, 0.08, 0.07, 0.13, 0.12, 0.06, 0.08, 0.09, -0.13, -0.13, -0.12, 0.00, -0.14, 0.11, 0.10, 0.10, 0.15, 0.11, -0.11, -0.11, -0.15, -0.01, -0.14, 0.09, 0.09, 0.11, 0.13, 0.10, -0.10, -0.13, -0.11, 0.02, -0.15, 0.08, 0.07, 0.10, 0.09, 0.10]}